No. 1
{"formula": "C2H2ClNS2", "method": "ωB97M-V/def2-TZVPD", "homo_energy_ev": [-8.7, -8.7], "gap_ev": [8.0, 8.0], "relative_energy_kj_mol": 71.4, "species": ["Cl", "S", "S", "N", "C", "C", "H", "H"], "positions_angstrom": [[-1.561, 2.237, -0.359], [0.250, 1.538, -1.145], [1.404, -0.620, -2.236], [1.098, 0.931, -2.335], [0.982, -0.868, -0.608], [0.175, 0.103, -0.191], [1.205, -1.913, -0.417], [-0.460, 0.139, 0.666]], "forces_ev_per_a": [[-2.93, 0.71, 0.93], [1.70, 0.97, 0.17], [1.24, -0.82, -0.67], [0.35, -0.13, -1.16], [-0.15, -1.46, -2.04], [0.33, 0.61, 1.12], [-0.54, 0.21, 1.17], [0.01, -0.10, 0.47]]}



No. 2
{"formula": "C2H2ClO3P", "method": "ωB97M-V/def2-TZVPD", "smiles": "O=C1COOP1Cl", "homo_energy_ev": -9.2, "gap_ev": 9.1, "relative_energy_kj_mol": 351.9, "species": ["Cl", "P", "O", "O", "O", "C", "C", "H", "H"], "positions_angstrom": [[-2.426, 0.038, -1.217], [-1.783, -0.047, 0.699], [-0.919, -1.373, 0.727], [0.342, -1.385, -0.114], [0.409, 2.165, 0.314], [0.176, 1.017, 0.254], [1.005, -0.184, -0.116], [1.843, -0.197, 0.597], [1.353, -0.034, -1.145]], "forces_ev_per_a": [[-0.36, 0.13, -0.80], [1.90, 1.49, 0.14], [0.23, -0.55, 0.53], [-0.23, -0.58, -0.41], [0.27, -0.23, -0.11], [-2.71, -0.57, 0.59], [0.84, 0.12, -0.01], [-0.01, 0.07, -0.11], [0.07, 0.14, 0.19]]}



No. 3
{"formula": "C2H2ClO4", "method": "ωB97M-V/def2-TZVPD", "homo_energy_ev": -5.3, "gap_ev": 8.9, "charge": -1, "relative_energy_kj_mol": 69.3, "species": ["Cl", "O", "O", "O", "O", "C", "C", "H", "H"], "positions_angstrom": [[2.952, 1.313, -0.207], [2.498, -1.165, 0.537], [-1.386, -1.121, -0.233], [0.166, 0.472, -0.022], [4.502, -0.936, -0.475], [3.434, -0.741, -0.028], [-0.297, -0.573, -0.740], [-1.790, -0.590, 0.497], [1.083, 0.607, -0.372]], "forces_ev_per_a": [[0.23, 1.33, -0.44], [-1.28, -0.95, 0.75], [-0.54, 0.95, 0.41], [-1.86, -2.11, -0.89], [1.35, 0.05, -0.80], [0.17, -0.47, 0.43], [1.29, 0.76, 0.27], [0.51, -0.15, -0.04], [0.14, 0.59, 0.32]]}



No. 4
{"formula": "C2H2ClOS", "method": "ωB97M-V/def2-TZVPD", "homo_energy_ev": -1.8, "gap_ev": 5.7, "charge": -1, "relative_energy_kj_mol": 273.6, "species": ["Cl", "S", "O", "C", "C", "H", "H"], "positions_angstrom": [[-0.514, -2.523, 1.006], [0.081, 0.115, -1.051], [0.627, 2.503, -2.276], [-0.311, -0.695, 1.091], [0.482, 1.396, -1.845], [0.765, -0.449, 1.274], [-1.130, -0.346, 1.800]], "forces_ev_per_a": [[0.23, 0.16, 0.08], [0.07, -0.66, 0.13], [0.14, -0.82, 0.81], [-0.75, 0.17, 0.62], [-0.09, 1.80, -1.88], [-1.06, -0.40, 0.74], [1.47, -0.25, -0.49]]}



No. 5
{"formula": "C2H2ClP", "method": "ωB97M-V/def2-TZVPD", "smiles": "C#P=CCl", "homo_energy_ev": [-8.8, -9.6], "gap_ev": [7.6, 8.5], "relative_energy_kj_mol": 359.1, "species": ["Cl", "P", "C", "C", "H", "H"], "positions_angstrom": [[0.787, -2.053, -0.918], [1.095, 0.852, -0.009], [0.366, -0.802, 0.256], [-0.349, 1.690, -0.210], [-1.376, 1.396, 0.070], [-0.524, -1.083, 0.811]], "forces_ev_per_a": [[-0.24, 0.81, 0.76], [-0.89, 0.25, -0.09], [0.24, -0.02, -1.06], [0.47, -1.73, 0.65], [0.36, 0.43, -0.30], [0.06, 0.26, 0.04]]}



No. 6
{"formula": "C2H2CoO2", "method": "ωB97M-V/def2-TZVPD", "s_squared": 3.776, "homo_energy_ev": [-8.4, -8.3], "gap_ev": [7.5, 7.3], "spin_multiplicity": 4, "relative_energy_kj_mol": 145.9, "species": ["Co", "O", "O", "C", "C", "H", "H"], "positions_angstrom": [[1.958, 1.087, 0.156], [1.680, -0.726, -0.240], [-1.514, 0.803, -0.106], [0.415, -0.423, 0.197], [-0.163, 0.790, 0.053], [-0.566, -1.254, 0.057], [-1.809, -0.277, -0.118]], "forces_ev_per_a": [[-0.86, 1.13, 0.06], [-2.31, -0.03, 1.51], [0.87, -3.07, 0.53], [-0.83, -4.50, -2.73], [-0.50, 2.13, -0.24], [2.82, 0.73, 0.79], [0.81, 3.61, 0.07]]}



No. 7
{"formula": "C2H2F2GaLiO", "method": "ωB97M-V/def2-TZVPD", "s_squared": 0.755, "homo_energy_ev": [-12.8, -12.8], "gap_ev": [8.0, 5.7], "charge": 1, "spin_multiplicity": 2, "relative_energy_kj_mol": 0.0, "species": ["Ga", "F", "F", "O", "C", "C", "Li", "H", "H"], "positions_angstrom": [[-2.317, -0.041, -2.289], [1.642, 0.037, 0.959], [-0.485, -1.452, 2.372], [-1.366, 0.012, -0.996], [0.288, 0.318, 0.638], [-0.156, -0.193, -0.541], [2.127, 1.242, -0.433], [0.466, -0.969, -1.022], [-0.198, 1.046, 1.312]], "forces_ev_per_a": [[-5.54, -0.28, -7.13], [-0.70, 0.36, -0.27], [0.05, 0.17, -0.24], [5.32, 0.47, 6.68], [0.00, 0.35, -0.44], [0.54, -0.65, 1.54], [0.05, -0.15, 0.22], [-0.15, 0.44, 0.00], [0.43, -0.70, -0.35]]}



No. 8
{"formula": "C2H2F2NO3S", "method": "ωB97M-V/def2-TZVPD", "homo_energy_ev": -3.3, "gap_ev": 6.9, "charge": -1, "species": ["S", "F", "F", "O", "O", "O", "N", "C", "C", "H", "H"], "positions_angstrom": [[-0.698, 1.353, -0.957], [-1.524, -1.142, -0.746], [0.439, -0.908, -1.749], [1.750, -2.197, 0.344], [0.560, 2.010, -0.540], [-1.798, 1.499, 0.401], [1.228, -0.229, 1.525], [1.410, -1.150, 0.733], [-0.298, -0.449, -0.680], [0.878, 0.671, 1.088], [-1.947, 0.543, 0.582]], "forces_ev_per_a": [[-0.76, 0.65, 0.47], [-0.26, 0.11, -0.47], [-0.55, 0.42, -0.95], [0.16, -0.52, -0.62], [-0.09, -0.22, -0.02], [1.09, -1.43, -1.53], [0.57, 1.97, 0.12], [-0.78, 0.60, 1.18], [0.10, -0.43, 0.62], [0.58, -1.70, 0.81], [-0.07, 0.55, 0.37]]}



No. 9
{"formula": "C2H2F2O", "method": "ωB97M-V/def2-TZVPD", "homo_energy_ev": [-11.2, -11.2], "gap_ev": [10.5, 10.5], "relative_energy_kj_mol": 328.8, "species": ["F", "F", "O", "C", "C", "H", "H"], "positions_angstrom": [[-1.337, 1.089, -0.607], [-1.801, -1.450, -0.148], [0.058, 0.406, 1.133], [0.864, -0.019, -0.016], [-0.542, 0.270, -0.008], [1.212, -1.041, 0.027], [1.547, 0.744, -0.381]], "forces_ev_per_a": [[0.33, -0.39, 0.70], [2.42, 2.95, 0.37], [-1.34, 0.44, 0.45], [0.30, -0.43, -1.07], [-1.52, -2.44, -0.55], [-0.13, -0.04, 0.00], [-0.06, -0.09, 0.10]]}



No. 10
{"formula": "C2H2F2O4S2", "method": "ωB97M-V/def2-TZVPD", "homo_energy_ev": -0.2, "gap_ev": 6.3, "charge": -2, "relative_energy_kj_mol": 0.0, "species": ["S", "S", "F", "F", "O", "O", "O", "O", "C", "C", "H", "H"], "positions_angstrom": [[-1.268, 1.758, -0.760], [1.249, -1.387, 1.389], [1.433, -0.375, -1.123], [1.302, 1.145, 0.371], [-2.534, 2.103, -0.028], [-1.608, 1.468, -2.190], [2.725, -1.288, 1.563], [0.766, -2.637, 0.691], [-0.872, 0.060, -0.107], [0.864, -0.069, 0.015], [-1.012, -0.765, -0.752], [-1.044, -0.011, 0.931]], "forces_ev_per_a": [[-0.79, -0.25, -0.22], [-0.84, 0.16, -0.25], [0.89, -0.51, -1.80], [1.01, 0.86, 0.66], [0.03, 0.04, 0.49], [0.33, -0.12, -0.47], [0.29, -0.18, -0.29], [0.52, 0.57, 0.18], [5.06, 1.06, -0.32], [-4.17, -0.41, 1.48], [-1.20, -0.85, -0.50], [-1.15, -0.37, 1.03]]}



No. 11
{"formula": "C2H2F2OS", "method": "ωB97M-V/def2-TZVPD", "smiles": "O=CC(F)(F)S", "homo_energy_ev": -10.6, "gap_ev": 10.4, "relative_energy_kj_mol": 114.5, "species": ["S", "F", "F", "O", "C", "C", "H", "H"], "positions_angstrom": [[-0.408, -1.643, -0.516], [-1.102, 0.599, -1.411], [-1.562, 0.405, 0.794], [1.691, 1.045, -0.423], [-0.531, 0.126, -0.271], [0.759, 0.720, 0.226], [0.483, 0.754, 1.250], [0.672, -2.005, 0.351]], "forces_ev_per_a": [[1.15, -0.97, 0.89], [0.67, 0.13, 0.81], [2.27, -0.35, -2.02], [0.67, 0.18, -0.08], [-3.07, -0.61, -0.10], [-1.70, 0.11, -0.68], [1.41, 0.61, 2.17], [-1.41, 0.90, -0.99]]}



No. 12
{"formula": "C2H2F3I", "method": "ωB97M-V/def2-TZVPD", "s_squared": 2.006, "homo_energy_ev": [-5.8, -10.5], "gap_ev": [6.5, 6.6], "spin_multiplicity": 3, "relative_energy_kj_mol": 64.7, "species": ["I", "F", "F", "F", "C", "C", "H", "H"], "positions_angstrom": [[-0.386, -0.022, -2.516], [0.169, 0.100, 1.962], [1.565, 0.893, -0.681], [-1.341, -0.621, 0.512], [-0.378, 0.267, 0.690], [0.720, -0.133, -0.636], [0.986, -1.224, -0.609], [-0.691, 1.225, 0.601]], "forces_ev_per_a": [[-2.12, 0.18, -3.74], [-0.45, 0.11, -1.26], [1.95, 0.26, -0.12], [-1.31, -0.60, 0.53], [4.49, -4.13, -1.68], [-2.25, 0.06, 6.06], [0.80, 1.08, 0.39], [-1.10, 3.04, -0.18]]}



No. 13
{"formula": "C2H2F3N2O3S", "method": "ωB97M-V/def2-TZVPD", "homo_energy_ev": -5.5, "gap_ev": 9.2, "charge": -1, "species": ["S", "F", "F", "F", "O", "O", "O", "N", "N", "C", "C", "H", "H"], "positions_angstrom": [[-2.350, -1.723, 0.180], [1.550, 2.056, 1.176], [1.175, 1.849, -0.938], [-0.291, 2.739, 0.458], [-2.695, -0.348, 0.492], [-2.361, -1.884, -1.267], [-0.472, -1.652, 0.594], [1.458, -0.850, -0.274], [-0.171, 0.566, 0.609], [0.517, 1.665, 0.321], [0.230, -0.630, 0.251], [1.669, -1.770, -0.693], [1.741, -0.018, -0.909]], "forces_ev_per_a": [[-0.92, 1.36, -0.56], [0.29, -1.04, 0.12], [-0.80, -0.54, 0.38], [-0.49, 0.47, -0.79], [-0.65, -0.39, 0.74], [0.37, -0.90, -0.23], [1.02, -0.68, -0.36], [1.78, 1.11, -2.88], [0.53, -0.65, -0.77], [0.61, 2.19, 0.63], [-0.79, 0.25, 1.69], [-0.65, 0.87, 0.48], [-0.30, -2.07, 1.56]]}



No. 14
{"formula": "C2H2F3NO", "method": "ωB97M-V/def2-TZVPD", "homo_energy_ev": [-9.8, -9.8], "gap_ev": [9.1, 9.5], "relative_energy_kj_mol": 577.7, "species": ["F", "F", "F", "O", "N", "C", "C", "H", "H"], "positions_angstrom": [[-2.130, -0.387, -0.122], [-0.876, 1.398, 0.365], [-1.807, 1.173, -1.705], [0.709, -1.691, -0.942], [0.753, -0.750, -0.200], [1.460, -0.219, 0.699], [-1.275, 0.565, -0.574], [2.255, -0.665, 1.162], [0.911, 0.576, 1.316]], "forces_ev_per_a": [[0.85, 1.57, -0.40], [-1.15, 0.34, -0.41], [0.93, -0.75, 2.41], [0.63, -0.40, -0.11], [-1.04, 0.14, -0.77], [-3.09, 2.42, 1.38], [-0.55, -1.01, -1.28], [2.22, -1.34, 0.56], [1.20, -0.97, -1.37]]}



No. 15
{"formula": "C2H2F6O7S2Sn", "method": "ωB97M-V/def2-TZVPD", "homo_energy_ev": -8.9, "gap_ev": 2.4, "relative_energy_kj_mol": 622.7, "species": ["Sn", "S", "S", "F", "F", "F", "F", "F", "F", "O", "O", "O", "O", "O", "O", "O", "C", "C", "H", "H"], "positions_angstrom": [[15.728, 15.754, -5.230], [13.774, 12.193, -0.600], [11.666, 11.267, -5.965], [14.770, 10.252, -2.176], [12.635, 9.409, -7.810], [10.864, 8.875, -6.807], [15.734, 10.340, -0.227], [13.788, 9.456, -0.377], [12.790, 8.893, -5.650], [12.950, 11.831, -5.492], [14.655, 13.117, -1.399], [13.806, 12.426, 0.832], [12.341, 12.043, -1.048], [18.193, 16.540, -1.808], [10.673, 11.167, -4.893], [11.172, 12.113, -7.104], [14.577, 10.407, -0.874], [12.060, 9.478, -6.613], [17.889, 16.728, -0.920], [18.762, 15.776, -1.710]], "forces_ev_per_a": [[-0.30, -0.49, 0.45], [-1.28, -0.11, -0.85], [-0.83, 2.90, -0.44], [0.04, -0.42, 0.04], [0.79, 0.41, 0.65], [0.67, -0.02, 0.91], [0.33, 0.06, -0.15], [0.05, 0.20, -0.47], [-0.53, -0.03, -1.07], [-0.38, -0.92, -0.38], [-1.59, -1.61, 1.00], [0.57, -0.11, -0.52], [3.11, 0.37, 0.06], [-0.14, 0.08, -0.51], [1.17, -0.80, -1.25], [0.89, -2.10, 1.34], [-1.06, 1.88, 0.60], [-1.51, 0.85, 0.26], [-0.16, 0.06, 0.26], [0.18, -0.22, 0.07]]}



No. 16
{"formula": "C2H2FHg", "method": "ωB97M-V/def2-TZVPD", "s_squared": 0.776, "homo_energy_ev": [-8.6, -8.6], "gap_ev": [8.0, 6.7], "spin_multiplicity": 2, "relative_energy_kj_mol": 41.1, "species": ["Hg", "F", "C", "C", "H", "H"], "positions_angstrom": [[-1.730, 0.054, -1.732], [1.593, -0.026, -0.675], [0.549, -0.331, 0.476], [-0.563, 0.355, 0.498], [0.650, -1.420, 0.510], [-0.499, 1.368, 0.924]], "forces_ev_per_a": [[-0.39, 0.06, -0.63], [-2.03, -0.07, 2.62], [1.84, -2.09, -3.95], [1.51, 1.74, 2.11], [0.27, 0.40, 0.63], [-1.20, -0.05, -0.78]]}



No. 17
{"formula": "C2H2FI3", "method": "ωB97M-V/def2-TZVPD", "homo_energy_ev": -9.4, "gap_ev": 8.7, "relative_energy_kj_mol": 229.7, "species": ["I", "I", "I", "F", "C", "C", "H", "H"], "positions_angstrom": [[-0.580, 2.592, -2.206], [1.670, 1.955, 0.816], [-1.138, -0.952, -2.191], [1.827, 0.320, -1.526], [-0.394, 0.745, -1.038], [0.933, 0.545, -0.609], [0.695, -0.859, 0.497], [-1.033, 0.624, -0.164]], "forces_ev_per_a": [[-0.18, -0.56, 0.49], [-0.05, 0.03, -0.10], [0.26, 0.34, 0.03], [0.76, -0.40, -0.77], [-2.68, -0.25, -1.03], [1.35, -2.93, 4.23], [0.68, 2.77, -2.58], [-0.15, 1.00, -0.26]]}



No. 18
{"formula": "C2H2FI3O", "method": "ωB97M-V/def2-TZVPD", "homo_energy_ev": -9.3, "gap_ev": 8.7, "relative_energy_kj_mol": 85.7, "species": ["I", "I", "I", "F", "O", "C", "C", "H", "H"], "positions_angstrom": [[-0.172, 2.451, 0.224], [0.201, -2.486, 0.233], [2.768, 0.122, 0.427], [0.238, -0.269, -1.594], [-1.640, -0.300, -0.178], [0.602, 0.503, 0.638], [-0.125, -0.458, -0.311], [-1.998, 0.049, -1.113], [0.126, 0.387, 1.673]], "forces_ev_per_a": [[0.56, 0.45, -0.18], [0.02, -0.46, 0.07], [-1.22, 0.69, 0.43], [-0.15, 0.11, 0.02], [1.90, 0.90, -3.15], [-1.07, -0.43, 0.70], [-2.93, 0.22, 0.46], [1.42, -1.07, 2.99], [1.47, -0.40, -1.34]]}



No. 19
{"formula": "C2H2FIO", "method": "ωB97M-V/def2-TZVPD", "smiles": "O=C[C@@H](F)I", "homo_energy_ev": -10.2, "gap_ev": 9.7, "relative_energy_kj_mol": 9.0, "species": ["I", "F", "O", "C", "C", "H", "H"], "positions_angstrom": [[2.196, -0.585, 0.086], [0.351, 1.379, -0.887], [-1.138, 0.818, 1.336], [0.243, 0.125, -0.519], [-0.710, -0.060, 0.620], [-0.037, -0.457, -1.463], [-0.905, -1.220, 0.827]], "forces_ev_per_a": [[-0.26, -0.13, 0.07], [0.15, 1.99, -0.29], [0.50, -1.08, -1.28], [-0.22, -1.56, -1.63], [-0.54, -1.53, 1.92], [0.26, 0.29, 1.55], [0.10, 2.02, -0.33]]}



No. 20
{"formula": "C2H2FIO", "method": "ωB97M-V/def2-TZVPD", "homo_energy_ev": -9.1, "gap_ev": 8.6, "relative_energy_kj_mol": 588.0, "species": ["I", "F", "O", "C", "C", "H", "H"], "positions_angstrom": [[1.731, 1.211, -1.274], [-1.010, -2.348, 0.034], [0.626, 1.793, 0.064], [-0.738, -1.114, 0.253], [-0.808, -0.107, 0.894], [1.150, -0.366, -0.958], [-0.951, 0.931, 0.986]], "forces_ev_per_a": [[-0.61, -1.34, 0.42], [0.37, -0.55, -0.60], [0.23, 1.23, 0.09], [-0.48, -1.54, 0.36], [-0.16, 1.21, -0.28], [0.54, 0.49, -0.57], [0.11, 0.50, 0.59]]}



Electronic energy for the records above, in order: -1388.6390 -1104.5816 -838.6264 -1010.9955 -878.7721 -1610.4337 -2284.3044 -955.7859 -352.2275 -1374.4446 -750.5121 -674.4939 -1110.5349 -506.8141 -2213.6171 -330.5145 -1070.2278 -1145.5526 -550.1702 -549.9496 a.u.